Computed, not measured: the molecule C17H17N3O5S3 in a non-equilibrium geometry, with the ωB97M-V functional and the def2-TZVPD basis.

Geometry as XYZ:
```
45
Properties=species:S:1:pos:R:3
S 3.7277 -2.1010 -1.7258
S -3.7178 -2.6946 0.0414
S -5.1172 1.1780 -1.0420
O 5.6472 0.4443 0.3874
O 4.9662 0.6611 -1.7384
O -5.4308 2.1635 -0.0540
O 1.2998 -1.0225 -1.4989
O -5.5369 1.3626 -2.3964
N 1.5565 0.3552 0.1918
N -5.7985 -0.2566 -0.5410
N 2.7287 -0.2621 -0.0095
C -2.5647 1.5331 -0.0738
C -2.1515 -2.7071 0.7507
C 5.2252 -0.0113 -0.7784
C -1.4638 -0.3496 -1.8049
C 0.7152 -0.0935 -0.6892
C -5.5261 -0.6893 0.8116
C -4.1768 -1.3104 0.9846
C -3.3453 0.8847 -1.0124
C -1.2206 1.2297 0.0177
C -3.1571 -0.9163 1.7929
C 2.5533 -1.0675 -1.0173
C -1.9978 -1.7155 1.6610
C 5.6930 1.8696 0.5347
C 6.1101 2.1855 1.9574
C -2.8067 -0.0356 -1.8912
C -0.6735 0.2690 -0.8352
C 5.1494 -1.5329 -0.7481
H 6.0300 -1.9635 -1.2248
H 4.6976 2.2670 0.3116
H 6.4014 2.2775 -0.1949
H 5.3949 1.7593 2.6549
H 5.0604 -1.8857 0.2775
H -0.5809 1.7051 0.7435
H -5.6003 0.2081 1.4298
H -1.0933 -1.5482 2.2171
H -3.2294 -0.0806 2.4649
H -5.7431 -0.9790 -1.2418
H -3.0333 2.2577 0.5728
H -1.4472 -3.4560 0.4480
H 7.0920 1.7683 2.1640
H -3.4428 -0.4957 -2.6313
H 6.1447 3.2621 2.0957
H -6.3142 -1.3906 1.1083
H -1.0239 -1.0764 -2.4703
```

The lowest unoccupied orbital energy comes out at -0.29 eV. As for the orbital gap: 8.4145 eV. Its structure (SMILES) is CCOC(=O)CSc1nnc(-c2ccc(S(=O)(=O)NCc3cccs3)cc2)o1. Its highest occupied orbital energy is -8.71 eV. As for the charge: 0. For the calculated total energy, the calculation gives -2393.02282 a.u.

***

Computed, not measured: a cluster of 2 separate species, C17H17N3S in total, with the ωB97M-V functional and the def2-TZVPD basis.

Geometry as XYZ:
```
38
Properties=species:S:1:pos:R:3
S -1.2261 1.3842 1.5861
N 1.7644 2.2334 -1.0559
N -1.0382 -0.6228 -0.5083
N -2.9257 -2.6988 -1.0494
C 1.3730 0.5064 2.0515
C 1.2675 -1.2973 -0.0798
C 0.2152 0.3877 1.2959
C 1.3323 2.9851 -3.0916
C 1.2071 1.9044 -2.2588
C 0.1523 -0.5247 0.2415
C -4.3563 -1.7736 0.7146
C -3.6282 0.1041 2.0317
C 2.2437 3.5124 -1.1061
C -4.5885 -0.8483 1.7260
C 2.4818 -0.2669 1.7242
C 3.6368 -1.9985 0.2978
C 2.4396 -1.1624 0.6577
C -3.1748 -1.7454 -0.0090
C -2.4650 0.1468 1.2808
C 1.9914 4.0083 -2.3582
C -2.2209 -0.7518 0.2433
H -5.0937 -2.5288 0.4942
H 2.7213 3.9591 -0.2509
H 0.7680 0.9346 -2.4177
H 1.2098 -1.9839 -0.9120
H 1.8075 1.6284 -0.2541
H -0.9708 -1.2788 -1.2691
H -3.8057 0.8113 2.8231
H 4.5543 -1.5715 0.6842
H 1.3894 1.2117 2.8669
H 3.7203 -2.1013 -0.7789
H 0.9874 3.0381 -4.1106
H -5.5007 -0.8772 2.2977
H -3.4739 -3.5315 -0.8658
H 3.5398 -3.0017 0.7078
H 3.3831 -0.1690 2.3087
H -1.9656 -3.0159 -0.9486
H 2.2482 4.9939 -2.7087
```

The lowest unoccupied orbital energy comes out at 0.58 eV. As for the orbital gap: 8.4549 eV. Its structure (SMILES) is Cc1ccc2c(c1)Nc1c(N)cccc1S2.c1cc[nH]c1. Its highest occupied orbital energy is -7.87 eV. As for the charge: 0. For the calculated total energy, the calculation gives -1220.48099 a.u.

***

Computed, not measured: a structure of composition C17H18BBrCrN6O2 in a non-equilibrium geometry, with the ωB97M-V functional and the def2-TZVPD basis.

Geometry as XYZ:
```
46
Properties=species:S:1:pos:R:3
Br -1.4658 0.6239 4.0927
Cr -1.3873 1.2257 -0.2064
O 0.2929 0.1296 1.2879
O -0.3095 2.3458 0.9852
N -0.4776 -2.4123 -2.4456
N -2.4051 -0.6303 -0.5574
N 0.2170 -2.0336 -1.3563
N -1.2086 -0.0233 -3.1958
N -0.7828 0.8562 -2.2027
N -2.7252 -1.3048 -1.7190
C 0.7495 2.0550 5.2828
C 0.2896 1.3331 1.6835
C 0.1790 1.5747 4.1135
C 1.1584 -2.9058 -1.0800
C -4.4707 -1.4423 -0.3353
C -1.1612 0.6137 -4.3864
C -0.3256 1.9754 -2.8332
C -3.4622 -0.7410 0.2850
C 4.1070 -0.2707 1.2715
C 2.0430 2.5413 2.8400
C 0.8473 1.8465 2.9189
C -0.5887 1.8778 -4.1870
C -3.9850 -1.7894 -1.6081
C 1.9490 2.7732 5.2401
C 2.5855 3.0151 4.0223
C 0.0153 -3.6226 -2.9002
C 1.1035 -3.9919 -2.0322
B -1.7090 -1.4574 -2.8841
H 3.1019 0.0942 1.5148
H 0.2453 1.8829 6.2219
H 3.5138 3.5704 3.9845
H 4.8255 0.5509 1.2848
H 2.3932 3.1292 6.1684
H 1.7537 -4.8648 -2.0442
H -4.4566 -2.3391 -2.3950
H -1.4723 0.1474 -5.3047
H -0.3853 2.6238 -4.9322
H 4.1258 -0.7720 0.2973
H 1.7872 -2.7218 -0.2138
H 2.4897 2.7179 1.8603
H -0.4438 -4.0920 -3.8044
H 0.1073 2.7826 -2.2506
H -2.2497 -1.9392 -3.8442
H 4.4305 -0.9504 2.0054
H -5.4371 -1.6821 0.0752
H -3.4015 -0.2996 1.2829
```

The lowest unoccupied orbital energy (alpha / beta) comes out at -0.33 / -0.40 eV. As for the orbital gap (alpha / beta): 7.8507 / 7.7872 eV. The spin multiplicity is 5. Its highest occupied orbital energy (alpha / beta) is -8.18 / -8.18 eV. As for the charge: 0. For the calculated total energy, the calculation gives -4781.02267 a.u.

***

Q: Number 2 is which compound?
A: C17H17N3S